{"formula": "C47H60CrN6O3Se", "method": "wB97M-V/def2-TZVPD", "species": ["Cr", "C", "C", "C", "C", "C", "C", "C", "Se", "C", "C", "C", "C", "C", "C", "O", "C", "C", "C", "C", "C", "C", "C", "C", "C", "O", "C", "C", "C", "C", "C", "C", "H", "H", "H", "H", "H", "H", "H", "H", "H", "H", "H", "H", "H", "H", "H", "H", "H", "H", "H", "H", "H", "H", "H", "H", "H", "H", "H", "H", "H", "H", "H", "H", "H", "H", "H", "H", "H", "H", "H", "H", "C", "N", "C", "C", "C", "C", "C", "C", "C", "N", "C", "C", "C", "C", "C", "C", "N", "C", "C", "H", "H", "H", "H", "H", "H", "H", "H", "H", "H", "H", "H", "H", "H", "H", "H", "H", "H", "H", "H", "O", "N", "C", "C", "N", "C", "N"], "xyz": [[-1.09032, -1.19586, -0.93175], [3.21558, 2.88241, 3.93741], [1.82385, 2.59568, 4.52191], [1.24104, 3.91169, 5.03481], [1.96941, 1.63826, 5.71542], [0.94531, 1.95132, 3.44688], [1.33569, 0.75657, 2.85116], [0.58192, 0.20244, 1.83851], [1.16196, -1.43272, 1.03471], [2.37800, -0.66081, -0.20584], [3.62259, -0.22564, 0.20613], [4.49344, 0.35964, -0.70052], [4.04843, 0.44676, -2.01728], [2.80386, 0.00819, -2.47172], [1.90428, -0.56732, -1.52669], [0.69917, -1.02947, -1.82748], [2.46818, 0.12065, -3.96512], [2.42066, -1.29718, -4.55784], [1.13141, 0.84086, -4.18110], [3.52784, 0.90716, -4.74364], [5.85691, 0.87733, -0.23552], [5.65338, 1.95887, 0.83715], [6.66681, 1.48658, -1.37952], [6.67374, -0.27506, 0.36814], [-0.60800, 0.78125, 1.34135], [-1.23568, 0.25607, 0.30606], [-1.08241, 1.92548, 2.02651], [-0.26506, 2.48183, 3.01745], [-2.44006, 2.62267, 1.78099], [-3.18422, 2.75801, 3.12409], [-3.38939, 1.87517, 0.84040], [-2.19170, 4.02105, 1.19382], [3.85830, 3.35740, 4.68695], [3.13893, 3.54681, 3.07206], [3.70165, 1.96007, 3.60750], [1.91203, 4.34085, 5.78395], [0.26498, 3.76124, 5.50458], [1.12817, 4.63913, 4.22611], [2.61085, 2.07872, 6.48680], [2.41170, 0.68723, 5.40658], [0.99072, 1.42617, 6.15540], [2.24056, 0.24259, 3.16596], [3.89339, -0.34177, 1.25216], [4.71316, 0.88721, -2.74778], [1.80427, -1.94465, -3.94124], [3.42720, -1.72484, -4.59794], [2.00616, -1.28207, -5.57283], [0.32136, 0.35956, -3.64372], [0.87871, 0.86475, -5.24551], [1.20043, 1.87677, -3.82905], [4.49836, 0.40188, -4.74928], [3.65845, 1.91589, -4.33885], [3.19595, 1.00341, -5.78151], [5.04934, 2.78124, 0.44366], [6.61765, 2.36046, 1.16795], [5.13526, 1.55526, 1.71076], [6.13784, 2.32578, -1.84102], [6.88327, 0.74548, -2.15531], [7.61989, 1.86007, -0.99334], [6.15541, -0.72391, 1.21886], [7.64795, 0.08663, 0.71548], [6.83874, -1.05927, -0.37615], [-0.61838, 3.39059, 3.48952], [-3.34843, 1.76975, 3.56405], [-4.16102, 3.22510, 2.95681], [-2.64208, 3.36798, 3.85084], [-3.60549, 0.86965, 1.20817], [-2.98592, 1.77531, -0.16048], [-4.33157, 2.43352, 0.78136], [-1.60071, 4.64603, 1.87007], [-3.14587, 4.52573, 1.00401], [-1.65337, 3.94111, 0.24470], [-0.92557, -2.08704, 2.98066], [-1.52623, -2.75838, 1.81922], [-1.11497, -4.15904, 1.79431], [-2.95813, -2.58817, 1.83860], [-3.66999, -3.01853, 2.95297], [-5.02625, -2.78823, 3.10468], [-5.65796, -2.04555, 2.12331], [-4.96648, -1.64286, 0.98986], [-3.61732, -1.97300, 0.75229], [-2.94630, -1.78250, -0.47369], [-3.61627, -1.94320, -1.71283], [-4.87004, -1.46732, -2.11559], [-5.41521, -1.80283, -3.35222], [-4.71206, -2.58297, -4.24945], [-3.41513, -2.95975, -3.91993], [-2.87790, -2.61464, -2.69724], [-1.50447, -2.91982, -2.33683], [-0.59702, -2.86913, -3.49650], [-1.45200, -4.25938, -1.72947], [0.15825, -2.17023, 2.93431], [-1.24402, -2.53482, 3.93037], [-1.19402, -1.03206, 2.98169], [-1.23692, -4.64844, 2.77176], [-0.06041, -4.21973, 1.51418], [-1.70510, -4.71114, 1.06654], [-3.13629, -3.54873, 3.73436], [-5.55944, -3.14900, 3.97555], [-6.69814, -1.76003, 2.23191], [-5.49332, -1.02279, 0.29837], [-5.39774, -0.74833, -1.51950], [-6.39278, -1.41463, -3.61577], [-5.13613, -2.86222, -5.20534], [-2.81734, -3.49963, -4.64307], [-0.80011, -3.68000, -4.20038], [0.41450, -2.97705, -3.12531], [-0.68541, -1.90767, -3.99613], [-1.69541, -5.02310, -2.47186], [-2.17571, -4.31101, -0.92035], [-0.45189, -4.44500, -1.33328], [-1.64305, -0.12195, -2.45518], [-2.61254, 0.69122, -2.29454], [-2.99231, 1.29868, -3.36651], [-2.44776, 1.06610, -4.68527], [-2.03056, 0.91307, -5.74396], [-4.09642, 2.21991, -3.23753], [-4.98511, 2.94620, -3.17626]], "lowdin_charge": [0.885, -0.053, -0.559, -0.073, -0.053, -0.175, -0.070, -0.394, 1.218, -0.390, -0.071, -0.179, 0.019, -0.071, -0.331, -0.250, -0.525, -0.032, -0.044, -0.081, -0.559, -0.050, -0.074, -0.054, -0.331, -0.213, -0.070, 0.012, -0.523, -0.056, -0.054, -0.046, 0.081, 0.092, 0.064, 0.080, 0.084, 0.087, 0.079, 0.076, 0.088, 0.101, 0.099, 0.076, 0.047, 0.085, 0.089, 0.047, 0.075, 0.097, 0.078, 0.087, 0.084, 0.093, 0.081, 0.061, 0.087, 0.086, 0.080, 0.075, 0.079, 0.088, 0.088, 0.089, 0.081, 0.067, 0.078, 0.054, 0.087, 0.073, 0.083, 0.092, -0.136, -0.216, -0.092, -0.195, -0.045, -0.105, -0.098, -0.028, -0.176, -0.015, -0.222, -0.027, -0.090, -0.093, -0.024, -0.217, -0.238, -0.078, -0.044, 0.004, 0.085, 0.093, 0.083, 0.070, 0.073, 0.104, 0.093, 0.098, 0.079, 0.093, 0.101, 0.096, 0.106, 0.086, 0.070, 0.097, 0.095, 0.077, 0.098, -0.230, 0.028, -0.287, -0.168, 0.165, -0.186, 0.136], "relative_energy_ev": 1.575, "gap_ha": [0.2628, 0.2636], "s2": 0.77, "charge": -1, "homo_energy_ev": [-4.901, -4.925], "multiplicity": 2, "e_lumo_ha": [0.0827, 0.0826], "max_force_ev_per_a": 1.2}